1.
C10H31FeO19P2Pd2 as an isolated structure. Source: the OMol25 dataset; level of theory: wB97M-V/def2-TZVPD.

Positions of all 65 atoms, in Å:
Fe (-0.68, -1.10, -2.84)
Pd (-1.89, 0.19, -0.11)
Pd (1.11, 1.64, -2.64)
O (0.66, 0.00, -3.99)
H (0.31, -0.03, -4.89)
P (-3.36, -0.79, -2.23)
O (-2.22, -1.42, -1.38)
O (-4.16, -2.06, -2.20)
O (-2.48, -0.43, -3.44)
O (-3.59, 0.44, -1.28)
P (0.72, -0.03, -0.57)
O (-0.37, 0.55, -1.55)
O (0.04, 0.24, 0.78)
O (1.86, 0.89, -0.93)
O (0.52, -1.46, -1.25)
C (-0.27, 4.47, -2.38)
C (-1.25, 3.54, -2.93)
O (-0.58, 2.78, -3.84)
O (0.87, 3.74, -1.80)
H (-0.68, 5.01, -1.52)
H (-0.02, 5.18, -3.17)
H (-2.19, 3.95, -3.31)
H (-1.58, 2.77, -2.23)
H (-1.21, 2.58, -4.53)
H (1.00, 4.22, -0.98)
C (-0.24, -4.36, 0.48)
C (-0.49, -3.46, 1.73)
O (-1.88, -3.43, 2.07)
O (-0.78, -3.74, -0.69)
H (-0.51, -5.41, 0.42)
H (0.84, -4.40, 0.34)
H (-0.07, -2.46, 1.79)
H (-0.06, -3.98, 2.59)
H (-2.09, -4.26, 2.50)
H (-0.13, -3.07, -0.91)
C (4.49, -0.78, -1.64)
C (4.21, -2.02, -0.79)
O (3.19, -2.83, -1.31)
O (4.41, 0.50, -0.99)
H (3.81, -0.74, -2.50)
H (5.49, -0.69, -2.06)
H (3.83, -1.74, 0.19)
H (5.17, -2.54, -0.70)
H (2.33, -2.41, -1.33)
H (3.48, 0.79, -1.00)
C (1.92, 1.34, 3.37)
C (1.10, 0.26, 4.03)
O (1.04, -0.86, 3.10)
O (1.07, 2.03, 2.48)
H (2.83, 0.98, 2.89)
H (2.13, 1.96, 4.24)
H (0.11, 0.61, 4.30)
H (1.56, -0.25, 4.89)
H (0.78, -0.51, 2.23)
H (0.93, 1.49, 1.68)
C (-2.54, 1.52, 2.67)
C (-3.63, 0.45, 2.55)
O (-3.13, -0.55, 1.64)
O (-2.03, 1.98, 1.37)
H (-1.65, 1.26, 3.24)
H (-2.88, 2.38, 3.25)
H (-4.54, 0.93, 2.19)
H (-3.77, -0.04, 3.51)
H (-3.65, -1.33, 1.86)
H (-1.23, 2.47, 1.54)

Values from the calculation:
Frontier orbital gap (alpha / beta) (eV): 6.64 / 5.59
Electronic energy (eV): -109700.7965
2S+1: 9
E_HOMO (alpha / beta) (Ha): -0.160 / -0.150
Net charge: -1

Here are the Mulliken charges for atoms 1 to 5, given in e: atom 1 (Fe): 0.8195, atom 2 (Pd): -0.1980, atom 3 (Pd): -0.2238, atom 4 (O): -0.9170, atom 5 (H): 0.1389

2.
C10H31N9O6Zn as an isolated structure. Source: the OMol25 dataset; level of theory: wB97M-V/def2-TZVPD.

Positions of all 57 atoms, in Å:
Zn (-0.05, 0.40, 0.27)
C (-0.94, -1.77, -2.06)
O (-0.72, -1.04, -1.07)
N (-1.93, -2.65, -2.03)
N (-0.32, -1.62, -3.15)
H (-2.06, -3.17, -2.89)
H (-2.41, -2.91, -1.18)
H (-0.50, -2.27, -3.91)
H (0.46, -0.99, -3.29)
C (-0.19, 2.71, -1.96)
O (-0.25, 1.71, -1.24)
N (-1.13, 3.18, -2.66)
N (0.80, 3.51, -2.04)
H (-0.96, 3.73, -3.49)
H (-1.94, 2.58, -2.77)
H (0.79, 4.24, -2.74)
H (1.65, 3.29, -1.54)
C (2.92, -0.12, -0.63)
O (1.87, 0.27, -0.14)
N (3.22, -1.35, -0.88)
N (3.86, 0.64, -1.07)
H (2.45, -2.00, -0.76)
H (4.11, -1.68, -1.22)
H (3.83, 1.65, -1.10)
H (4.69, 0.13, -1.31)
C (-0.16, 3.23, 1.89)
O (-0.03, 2.13, 1.38)
N (0.92, 4.02, 2.05)
N (-1.21, 3.71, 2.57)
H (1.81, 3.71, 1.68)
H (0.92, 4.95, 2.45)
H (-2.14, 3.34, 2.57)
H (-1.16, 4.51, 3.19)
C (-3.16, 1.22, 0.03)
O (-2.07, 0.49, 0.61)
C (-2.40, -0.17, 1.85)
C (-1.31, -1.31, 2.08)
N (-0.01, -0.68, 1.96)
C (1.05, -1.69, 2.14)
C (0.90, -3.10, 1.50)
O (1.16, -2.95, 0.12)
C (0.99, -4.12, -0.71)
H (-3.62, 1.82, 0.81)
H (-4.03, 0.67, -0.32)
H (-2.78, 1.82, -0.80)
H (-3.41, -0.56, 1.94)
H (-2.28, 0.56, 2.64)
H (-1.37, -2.13, 1.37)
H (-1.36, -1.76, 3.07)
H (0.03, -0.20, 2.85)
H (1.04, -1.90, 3.21)
H (2.09, -1.37, 2.05)
H (-0.04, -3.61, 1.73)
H (1.67, -3.80, 1.81)
H (1.31, -3.95, -1.74)
H (-0.09, -4.27, -0.74)
H (1.47, -5.05, -0.40)

Values from the calculation:
Frontier orbital gap (alpha / beta) (eV): 2.10 / 10.07
Electronic energy (eV): -84981.0395
2S+1: 2
E_HOMO (alpha / beta) (Ha): -0.157 / -0.449
Net charge: +1

Here are the Mulliken charges for atoms 1 to 5, given in e: atom 1 (Zn): 1.8369, atom 2 (C): -1.2627, atom 3 (O): 0.6651, atom 4 (N): -0.2909, atom 5 (N): -0.1800

3.
A 5-piece molecular cluster, C10H31NO8 overall. Source: the OMol25 dataset; level of theory: wB97M-V/def2-TZVPD.

Positions of all 50 atoms, in Å:
C (-1.35, -3.34, 1.24)
O (-0.97, -2.91, 2.52)
C (-0.12, -1.73, 2.69)
C (1.38, -2.09, 2.38)
N (2.41, -1.08, 2.48)
C (2.65, -0.68, 3.87)
C (3.94, 0.18, 3.93)
O (5.02, -0.67, 4.11)
C (6.25, -0.07, 4.54)
H (-1.95, -2.60, 0.72)
H (-1.95, -4.25, 1.22)
H (-0.41, -3.49, 0.70)
H (-0.25, -1.28, 3.67)
H (-0.46, -0.86, 2.11)
H (1.39, -2.62, 1.43)
H (1.58, -2.89, 3.09)
H (3.24, -1.52, 2.12)
H (2.77, -1.46, 4.62)
H (1.75, -0.19, 4.24)
H (3.92, 0.72, 4.87)
H (4.04, 0.74, 2.99)
H (6.61, 0.67, 3.82)
H (6.93, -0.91, 4.65)
H (6.11, 0.43, 5.50)
C (2.89, 1.40, -2.67)
C (3.92, 0.72, -3.58)
O (5.06, 0.28, -2.85)
O (2.01, 0.61, -1.97)
H (2.27, 1.93, -3.40)
H (3.36, 2.17, -2.06)
H (4.27, 1.55, -4.20)
H (3.34, 0.01, -4.18)
H (4.74, -0.43, -2.28)
H (2.41, 0.40, -1.12)
C (-8.05, 4.05, -1.24)
C (-6.74, 3.49, -1.56)
O (-6.74, 2.14, -2.00)
O (-8.81, 4.51, -2.36)
H (-7.93, 4.95, -0.64)
H (-8.61, 3.36, -0.60)
H (-6.11, 3.56, -0.66)
H (-6.33, 4.21, -2.27)
H (-5.83, 1.81, -2.01)
H (-9.56, 5.01, -2.02)
O (-2.33, -0.61, -3.16)
H (-1.47, -0.49, -2.76)
H (-2.16, -1.04, -4.00)
O (-1.87, -3.62, -6.45)
H (-2.71, -3.55, -6.89)
H (-1.61, -4.54, -6.56)

Values from the calculation:
SMILES: COCCNCCOC.OCCO.OCCO.O.O
ΔE to the lowest compared entry with this formula, charge and spin (kcal/mol): 54.8
Frontier orbital gap (eV): 9.54
Electronic energy (eV): -28738.7716
2S+1: 1
E_HOMO (Ha): -0.337

Here are the Mulliken charges for atoms 1 to 5, given in e: atom 1 (C): -0.5856, atom 2 (O): -0.3644, atom 3 (C): -0.5165, atom 4 (C): -0.6410, atom 5 (N): -0.2823

4.
C10H31O11Tl as an isolated structure. Source: the OMol25 dataset; level of theory: wB97M-V/def2-TZVPD.

Positions of all 53 atoms, in Å:
Tl (-6.13, 0.86, 2.16)
O (-2.03, 1.59, -0.25)
H (-1.36, 0.96, -0.56)
C (2.78, 3.59, -1.75)
C (2.10, 4.34, -0.60)
O (1.70, 3.47, 0.43)
O (1.76, 2.96, -2.50)
H (3.41, 2.77, -1.42)
H (3.37, 4.23, -2.42)
H (1.24, 4.87, -1.01)
H (2.76, 5.06, -0.12)
H (0.85, 3.10, 0.18)
H (1.50, 2.11, -2.13)
C (-3.43, 1.72, 7.45)
C (-2.26, 2.28, 6.62)
O (-2.75, 2.59, 5.41)
O (-4.11, 0.61, 6.79)
H (-4.14, 2.46, 7.81)
H (-3.06, 1.45, 8.44)
H (-1.54, 1.47, 6.47)
H (-1.73, 3.11, 7.09)
H (-2.06, 3.13, 5.02)
H (-4.16, -0.13, 7.40)
C (2.75, -3.14, 4.21)
C (2.84, -3.21, 5.78)
O (3.15, -1.93, 6.46)
O (1.74, -2.15, 3.87)
H (2.45, -4.04, 3.66)
H (3.74, -2.97, 3.78)
H (3.62, -3.88, 6.14)
H (1.95, -3.46, 6.34)
H (2.88, -1.23, 5.86)
H (1.99, -1.67, 3.08)
C (-3.67, -0.09, -5.59)
C (-4.49, -0.19, -6.88)
O (-5.84, -0.38, -6.46)
O (-3.88, 1.11, -4.81)
H (-2.65, -0.27, -5.94)
H (-3.88, -0.93, -4.93)
H (-4.26, -1.13, -7.39)
H (-4.45, 0.61, -7.61)
H (-6.43, -0.48, -7.21)
H (-3.57, 1.05, -3.90)
C (3.51, -3.61, -5.14)
C (3.59, -2.77, -3.83)
O (2.29, -2.31, -3.56)
O (2.97, -2.96, -6.27)
H (2.87, -4.47, -4.94)
H (4.51, -3.99, -5.35)
H (4.25, -1.92, -3.98)
H (3.96, -3.37, -3.00)
H (1.74, -2.49, -4.33)
H (3.60, -2.30, -6.56)

Values from the calculation:
ΔE to the lowest compared entry with this formula, charge and spin (kcal/mol): 59.0
Frontier orbital gap (eV): 1.48
Electronic energy (eV): -38060.3502
2S+1: 1
E_HOMO (Ha): -0.505
Net charge: +2

Here are the Mulliken charges for atoms 1 to 5, given in e: atom 1 (Tl): 1.0000, atom 2 (O): -0.3963, atom 3 (H): 0.3336, atom 4 (C): -0.2620, atom 5 (C): -0.2901

- Which formula does entry 1 have?
  C10H31FeO19P2Pd2

Please write out number 1 again, unchanged.
C10H31FeO19P2Pd2 as an isolated structure. Source: the OMol25 dataset; level of theory: wB97M-V/def2-TZVPD.

Positions of all 65 atoms, in Å:
Fe (-0.68, -1.10, -2.84)
Pd (-1.89, 0.19, -0.11)
Pd (1.11, 1.64, -2.64)
O (0.66, 0.00, -3.99)
H (0.31, -0.03, -4.89)
P (-3.36, -0.79, -2.23)
O (-2.22, -1.42, -1.38)
O (-4.16, -2.06, -2.20)
O (-2.48, -0.43, -3.44)
O (-3.59, 0.44, -1.28)
P (0.72, -0.03, -0.57)
O (-0.37, 0.55, -1.55)
O (0.04, 0.24, 0.78)
O (1.86, 0.89, -0.93)
O (0.52, -1.46, -1.25)
C (-0.27, 4.47, -2.38)
C (-1.25, 3.54, -2.93)
O (-0.58, 2.78, -3.84)
O (0.87, 3.74, -1.80)
H (-0.68, 5.01, -1.52)
H (-0.02, 5.18, -3.17)
H (-2.19, 3.95, -3.31)
H (-1.58, 2.77, -2.23)
H (-1.21, 2.58, -4.53)
H (1.00, 4.22, -0.98)
C (-0.24, -4.36, 0.48)
C (-0.49, -3.46, 1.73)
O (-1.88, -3.43, 2.07)
O (-0.78, -3.74, -0.69)
H (-0.51, -5.41, 0.42)
H (0.84, -4.40, 0.34)
H (-0.07, -2.46, 1.79)
H (-0.06, -3.98, 2.59)
H (-2.09, -4.26, 2.50)
H (-0.13, -3.07, -0.91)
C (4.49, -0.78, -1.64)
C (4.21, -2.02, -0.79)
O (3.19, -2.83, -1.31)
O (4.41, 0.50, -0.99)
H (3.81, -0.74, -2.50)
H (5.49, -0.69, -2.06)
H (3.83, -1.74, 0.19)
H (5.17, -2.54, -0.70)
H (2.33, -2.41, -1.33)
H (3.48, 0.79, -1.00)
C (1.92, 1.34, 3.37)
C (1.10, 0.26, 4.03)
O (1.04, -0.86, 3.10)
O (1.07, 2.03, 2.48)
H (2.83, 0.98, 2.89)
H (2.13, 1.96, 4.24)
H (0.11, 0.61, 4.30)
H (1.56, -0.25, 4.89)
H (0.78, -0.51, 2.23)
H (0.93, 1.49, 1.68)
C (-2.54, 1.52, 2.67)
C (-3.63, 0.45, 2.55)
O (-3.13, -0.55, 1.64)
O (-2.03, 1.98, 1.37)
H (-1.65, 1.26, 3.24)
H (-2.88, 2.38, 3.25)
H (-4.54, 0.93, 2.19)
H (-3.77, -0.04, 3.51)
H (-3.65, -1.33, 1.86)
H (-1.23, 2.47, 1.54)

Values from the calculation:
Frontier orbital gap (alpha / beta) (eV): 6.64 / 5.59
Electronic energy (eV): -109700.7965
2S+1: 9
E_HOMO (alpha / beta) (Ha): -0.160 / -0.150
Net charge: -1

Here are the Mulliken charges for atoms 1 to 5, given in e: atom 1 (Fe): 0.8195, atom 2 (Pd): -0.1980, atom 3 (Pd): -0.2238, atom 4 (O): -0.9170, atom 5 (H): 0.1389

Copy entry 4 word for word.
C10H31O11Tl as an isolated structure. Source: the OMol25 dataset; level of theory: wB97M-V/def2-TZVPD.

Positions of all 53 atoms, in Å:
Tl (-6.13, 0.86, 2.16)
O (-2.03, 1.59, -0.25)
H (-1.36, 0.96, -0.56)
C (2.78, 3.59, -1.75)
C (2.10, 4.34, -0.60)
O (1.70, 3.47, 0.43)
O (1.76, 2.96, -2.50)
H (3.41, 2.77, -1.42)
H (3.37, 4.23, -2.42)
H (1.24, 4.87, -1.01)
H (2.76, 5.06, -0.12)
H (0.85, 3.10, 0.18)
H (1.50, 2.11, -2.13)
C (-3.43, 1.72, 7.45)
C (-2.26, 2.28, 6.62)
O (-2.75, 2.59, 5.41)
O (-4.11, 0.61, 6.79)
H (-4.14, 2.46, 7.81)
H (-3.06, 1.45, 8.44)
H (-1.54, 1.47, 6.47)
H (-1.73, 3.11, 7.09)
H (-2.06, 3.13, 5.02)
H (-4.16, -0.13, 7.40)
C (2.75, -3.14, 4.21)
C (2.84, -3.21, 5.78)
O (3.15, -1.93, 6.46)
O (1.74, -2.15, 3.87)
H (2.45, -4.04, 3.66)
H (3.74, -2.97, 3.78)
H (3.62, -3.88, 6.14)
H (1.95, -3.46, 6.34)
H (2.88, -1.23, 5.86)
H (1.99, -1.67, 3.08)
C (-3.67, -0.09, -5.59)
C (-4.49, -0.19, -6.88)
O (-5.84, -0.38, -6.46)
O (-3.88, 1.11, -4.81)
H (-2.65, -0.27, -5.94)
H (-3.88, -0.93, -4.93)
H (-4.26, -1.13, -7.39)
H (-4.45, 0.61, -7.61)
H (-6.43, -0.48, -7.21)
H (-3.57, 1.05, -3.90)
C (3.51, -3.61, -5.14)
C (3.59, -2.77, -3.83)
O (2.29, -2.31, -3.56)
O (2.97, -2.96, -6.27)
H (2.87, -4.47, -4.94)
H (4.51, -3.99, -5.35)
H (4.25, -1.92, -3.98)
H (3.96, -3.37, -3.00)
H (1.74, -2.49, -4.33)
H (3.60, -2.30, -6.56)

Values from the calculation:
ΔE to the lowest compared entry with this formula, charge and spin (kcal/mol): 59.0
Frontier orbital gap (eV): 1.48
Electronic energy (eV): -38060.3502
2S+1: 1
E_HOMO (Ha): -0.505
Net charge: +2

Here are the Mulliken charges for atoms 1 to 5, given in e: atom 1 (Tl): 1.0000, atom 2 (O): -0.3963, atom 3 (H): 0.3336, atom 4 (C): -0.2620, atom 5 (C): -0.2901